(1)
Here is a cluster of 2 separate species, CHClO2S in total at a distorted geometry from OMol25. Energies are from wB97M-V/def2-TZVPD.

## Properties
- energy relative to the best compared isomer or geometry (same formula, charge and spin) (eV) = 0.542
- energy (hartree) = -1047.5135
- LUMO (eV) = -0.28

Geometry as XYZ:
```
6
Properties=species:S:1:pos:R:3:lowdin_charge:R:1
C -0.858 -1.300 0.005 -0.095
O -0.416 1.438 -0.060 -0.496
O -0.503 -2.389 -0.209 0.009
S 0.675 0.490 -0.762 0.479
Cl 2.136 0.817 0.634 0.152
H -1.033 0.944 0.392 -0.050
```

=====

(2)
Here is an isolated molecule of CHClO3 at a distorted geometry from OMol25. Energies are from wB97M-V/def2-TZVPD.

## Properties
- energy relative to the best compared isomer or geometry (same formula, charge and spin) (eV) = 2.245
- energy (hartree) = -724.5036
- LUMO (eV) = 0.41

Geometry as XYZ:
```
6
Properties=species:S:1:pos:R:3:lowdin_charge:R:1
O -0.406 -1.251 0.539 0.002
C 0.500 -0.376 0.464 -0.959
Cl 1.683 -0.184 1.613 0.850
O 0.400 0.665 -0.333 -0.079
O -0.589 0.595 -1.318 -0.005
H -1.587 0.552 -0.965 0.192
```

=====

(3)
Here is a cluster of 2 separate species, CHClO4S in total at a distorted geometry from OMol25. Energies are from wB97M-V/def2-TZVPD.

## Properties
- energy relative to the best compared isomer or geometry (same formula, charge and spin) (eV) = 0.000
- energy (hartree) = -1198.0674
- LUMO (eV) = -0.44

Geometry as XYZ:
```
8
Properties=species:S:1:pos:R:3:lowdin_charge:R:1
C 2.361 -0.093 0.178 -0.456
O 2.651 -0.175 -0.923 0.232
O -2.404 -0.346 0.315 -0.337
O -0.329 -0.834 -0.625 -0.476
O 1.973 -0.003 1.280 0.136
S -0.854 -0.079 0.525 0.660
Cl -0.782 1.994 -0.131 0.165
H -2.615 -0.464 -0.619 0.075
```